1.
Density functional theory data (ωB97M-V/def2-TZVPD) for C6H2N4O5 in the gas phase at a distorted geometry.

Its relative energy (zero: lowest compared OMol25 entry of this formula, charge and spin) is 0.0 kcal per mole. The lowest unoccupied orbital energy comes out at -1.762 eV. As for the HOMO energy: -10.3 eV. Its SMILES is O=C=N[C@]12COC(=O)/N=N\C(=O)N1C2=O. The value obtained for the energy is -22447.4539 eV. Its molar mass is 210.1 g mol⁻¹. As for the charge: 0.

Cartesian coordinates (Å):
H: 2.26 -1.14 0.00
C: 1.26 -0.90 -0.28
C: 0.72 0.44 0.19
C: -0.84 -1.95 0.12
N: 1.62 1.40 -0.21
H: 1.47 -0.87 -1.37
O: -1.49 -2.61 0.87
N: -1.86 -0.45 -1.47
C: 1.84 2.56 -0.15
O: 2.25 3.62 -0.18
C: -1.99 0.56 -0.49
C: -0.19 0.45 1.42
O: -2.94 1.18 -0.20
N: -1.34 -1.54 -1.14
O: -0.58 0.42 2.50
O: 0.53 -1.91 0.27
N: -0.72 0.74 0.14

These are the natural (NBO) partial charges, in e, on atoms 1 to 4:
1 H 0.23
2 C -0.11
3 C 0.20
4 C 0.79

=====

2.
Density functional theory data (ωB97M-V/def2-TZVPD) for a molecular structure, C3H11Cl2N2O2Os at a distorted geometry.

Its relative energy (zero: lowest compared OMol25 entry of this formula, charge and spin) is 52.0 kcal per mole. The lowest unoccupied orbital energy (spin up / spin down) comes out at -4.425 / -7.108 eV. As for the HOMO energy (spin up / spin down): -10.0 / -13.3 eV. As for the spin multiplicity: 5. The value obtained for the energy is -37865.7021 eV. Its molar mass is 368.3 g mol⁻¹. The expectation value of S² is 6.023. As for the charge: +1.

Cartesian coordinates (Å):
H: -1.08 -2.21 1.06
H: 2.52 1.36 0.77
H: 1.80 -0.45 -0.40
C: 1.74 1.42 0.00
O: -1.31 1.00 0.95
H: -0.43 -0.17 -2.31
H: -0.12 1.38 -1.95
H: -1.89 -1.56 -0.20
C: -1.65 1.04 2.23
C: -0.99 0.03 3.18
Os: 0.33 -0.03 0.23
N: -0.95 -1.79 0.14
H: -0.58 -2.52 -0.48
O: -2.44 1.83 2.70
Cl: -1.92 -1.42 3.32
H: 2.21 1.47 -0.99
H: -0.74 0.48 4.14
N: -0.54 0.52 -1.57
H: -1.54 0.71 -1.46
Cl: 0.94 -0.50 2.44
H: 1.22 2.37 0.14

These are the natural (NBO) partial charges, in e, on atoms 1 to 4:
1 H 0.45
2 H 0.28
3 H 0.00
4 C -0.87

=====

3.
Density functional theory data (ωB97M-V/def2-TZVPD) for a molecular structure, C39H61AsCaN7OP2Si2 at a distorted geometry.

Its relative energy (zero: lowest compared OMol25 entry of this formula, charge and spin) is 0.0 kcal per mole. The lowest unoccupied orbital energy comes out at -3.224 eV. As for the HOMO energy: -7.7 eV. The value obtained for the energy is -167519.4436 eV. Its molar mass is 877.1 g mol⁻¹. As for the charge: +1.

Cartesian coordinates (Å):
H: -0.65 6.04 -2.61
H: -0.50 -10.82 -1.80
H: 0.89 -5.74 1.00
C: 0.44 2.22 4.94
H: -1.72 0.18 3.09
H: 3.33 4.80 0.51
H: 0.30 4.39 2.40
C: 0.19 -1.76 0.05
C: -0.55 1.92 3.81
C: -1.18 5.19 -2.19
H: 4.44 0.31 -1.26
H: 5.63 -1.98 1.66
H: 0.70 3.27 5.04
H: 5.10 4.94 0.68
C: 0.32 -3.14 0.18
H: -6.94 2.30 -0.74
H: 5.49 -3.59 3.54
C: 3.43 -3.14 4.01
H: 0.01 -1.43 -3.20
N: 0.12 -1.14 -1.14
H: 3.32 -3.92 4.73
C: 2.85 0.93 1.23
Si: -4.19 -0.90 -1.42
P: 0.29 1.98 2.11
N: 0.25 0.95 -4.83
H: -6.62 3.61 -1.89
C: 0.02 -1.93 -2.24
C: -0.10 -3.29 -2.17
N: -0.33 -6.20 -1.93
C: 3.72 -1.06 2.12
C: 0.72 -8.66 0.50
H: 6.52 3.00 0.48
H: 6.09 1.58 -0.54
P: 2.96 1.96 -0.28
C: -0.25 -9.86 -1.36
N: 1.62 -0.11 3.04
H: 1.20 -8.63 1.46
H: -6.58 -0.90 -0.85
H: -1.29 3.98 3.83
H: 1.30 5.74 -1.62
H: 3.58 1.20 -2.50
H: 0.46 -10.79 0.35
C: -4.23 4.21 -0.49
C: -0.17 -7.47 -1.49
C: 4.24 4.23 0.72
C: 0.14 -3.97 -0.94
C: 4.49 3.04 -0.24
H: 0.51 1.38 -5.74
C: 1.75 0.89 2.18
C: 1.09 3.66 2.28
H: -1.69 4.65 -2.98
H: 5.20 2.83 -2.31
H: 5.56 1.66 1.16
H: -1.96 5.54 -1.51
C: 2.38 -2.29 3.76
H: -3.20 4.27 -0.10
H: 5.42 4.46 -1.59
C: -3.33 -0.90 -3.11
H: -4.03 3.70 -3.49
H: -6.76 2.01 -2.51
H: -4.32 -3.28 -0.92
H: -1.85 0.56 4.85
H: -0.01 1.90 5.90
C: -3.91 2.67 -3.19
H: 1.77 4.28 -0.88
H: -6.21 -1.91 -2.25
H: -6.36 -0.14 -2.42
H: 2.72 -0.08 -1.61
H: -4.11 -1.01 -3.84
C: 0.09 -5.41 -0.93
H: 0.55 -3.56 1.18
H: -2.47 2.82 3.12
H: 1.64 3.89 1.39
H: -2.78 0.02 -3.35
C: -0.51 -8.70 -2.07
C: 4.76 -2.01 2.29
C: -6.40 2.59 -1.66
C: 4.65 -2.98 3.30
H: -0.39 -0.27 4.21
H: -2.92 -2.50 0.00
C: 3.44 0.71 -1.51
C: -6.02 -0.93 -1.77
N: 3.81 0.01 1.27
H: 4.18 3.85 1.73
C: -0.20 4.30 -1.49
O: -0.49 3.13 -1.11
N: 0.98 4.87 -1.20
H: 3.83 3.96 -2.18
N: 0.60 -6.16 0.12
Ca: -0.25 1.10 -1.14
H: -4.55 2.13 -3.88
H: 0.24 -1.12 0.91
C: 4.75 3.61 -1.67
C: 5.72 2.26 0.26
H: -2.84 2.41 -3.32
H: 1.73 3.72 3.16
C: 2.50 -1.16 2.92
H: -4.94 4.34 0.33
H: -2.68 -1.77 -3.29
H: 1.37 1.64 4.78
H: -4.31 5.01 -1.21
Si: -4.58 2.60 -1.42
C: 0.32 -9.84 -0.10
H: -4.59 -2.28 0.54
H: -2.20 2.83 4.79
H: -0.38 -3.88 -3.06
As: -3.26 0.99 -0.29
C: -3.97 -2.38 -0.36
C: -1.18 0.50 3.99
C: 0.47 -7.50 -0.18
C: -1.69 2.97 3.87
H: 1.46 -2.40 4.30
H: -1.01 -8.70 -3.05
C: 0.06 0.93 -3.67

These are the Mulliken partial charges, in e, on atoms 1 to 4:
1 H 0.46
2 H 0.37
3 H 0.14
4 C -1.76

=====

4.
Density functional theory data (ωB97M-V/def2-TZVPD) for C15H20N2O5S in the gas phase.

Its relative energy (zero: lowest compared OMol25 entry of this formula, charge and spin) is 48.8 kcal per mole. The lowest unoccupied orbital energy comes out at 0.556 eV. As for the HOMO energy: -8.1 eV. Its SMILES is CS(=O)(=O)N1CCC(C(=O)Nc2ccc3c(c2)OCCO3)CC1. The value obtained for the energy is -39932.4771 eV. Its molar mass is 340.4 g mol⁻¹. As for the charge: 0.

Cartesian coordinates (Å):
H: -2.79 4.90 3.03
C: 2.72 -5.65 -2.77
O: -2.17 6.00 -0.26
C: 0.19 -4.40 0.16
C: 0.73 -2.12 -0.35
C: 1.50 -2.55 -1.43
N: 0.66 -0.74 -0.13
H: -1.69 3.86 -1.05
C: -0.09 3.66 1.86
C: -0.90 3.48 -0.40
H: -0.30 4.17 2.80
H: 0.70 -6.25 -3.23
H: 1.11 1.71 0.30
H: 3.48 -5.87 -2.01
C: -0.02 -0.06 0.83
H: -0.79 1.52 -1.29
C: 0.94 -4.84 -0.92
C: -0.95 1.95 -0.31
C: -3.13 5.32 2.09
H: 1.69 -7.55 -2.49
H: 3.12 -5.88 -3.76
H: 0.69 1.85 2.73
H: 1.18 -0.19 -0.80
H: -0.49 -2.72 1.30
H: -3.80 4.65 1.58
N: -1.11 4.04 0.91
C: 0.12 1.46 0.68
S: -1.70 5.59 1.03
O: 0.98 -6.19 -1.19
O: 2.41 -4.28 -2.77
H: -3.61 6.28 2.26
H: -1.05 1.82 2.44
C: 1.61 -3.91 -1.71
H: 0.90 4.00 1.52
H: 0.07 3.79 -0.81
H: -0.31 -5.13 0.77
O: -0.77 6.43 1.72
H: -1.93 1.65 0.05
H: 2.02 -1.86 -2.07
O: -0.69 -0.57 1.70
C: 0.09 -3.05 0.46
C: 1.47 -6.48 -2.48
C: -0.09 2.15 2.03

These are the natural (NBO) partial charges, in e, on atoms 1 to 4:
1 H 0.24
2 C -0.10
3 O -0.95
4 C -0.22

=====

5.
Density functional theory data (ωB97M-V/def2-TZVPD) for 5 unconnected molecules or ions with the total composition CH10O5 at a distorted geometry.

Its relative energy (zero: lowest compared OMol25 entry of this formula, charge and spin) is 36.8 kcal per mole. The lowest unoccupied orbital energy (spin up / spin down) comes out at 3.252 / 3.227 eV. As for the HOMO energy (spin up / spin down): 0.9 / -7.6 eV. As for the spin multiplicity: 2. The value obtained for the energy is -11434.2630 eV. Its molar mass is 102.1 g mol⁻¹. The expectation value of S² is 0.751. As for the charge: -1.

Cartesian coordinates (Å):
H: 3.92 -1.15 0.82
H: 2.79 -1.85 1.42
H: -3.59 2.50 -4.16
H: 1.15 -0.79 -0.89
O: 3.36 -2.02 0.61
H: 0.95 0.82 -0.48
H: 0.70 -0.46 2.54
O: 0.63 0.12 -0.97
O: -2.76 2.51 -2.27
O: 1.66 -0.66 2.80
H: 1.67 -0.13 3.59
H: -3.25 0.96 -3.26
O: -1.21 -0.62 1.56
H: -2.01 -1.03 1.16
H: -0.84 -0.23 0.80
C: -3.15 2.03 -3.28

These are the natural (NBO) partial charges, in e, on atoms 1 to 4:
1 H 0.43
2 H 0.49
3 H 0.09
4 H 0.48

=====

6.
Density functional theory data (ωB97M-V/def2-TZVPD) for 8 unconnected molecules or ions with the total composition H16O8 at a distorted geometry.

Its relative energy (zero: lowest compared OMol25 entry of this formula, charge and spin) is 83.4 kcal per mole. The lowest unoccupied orbital energy comes out at 0.150 eV. As for the HOMO energy: -10.8 eV. Its SMILES is O.O.O.O.O.O.O.O. The value obtained for the energy is -16638.3961 eV. Its molar mass is 144.1 g mol⁻¹. As for the charge: 0.

Cartesian coordinates (Å):
H: 1.46 -1.23 2.65
H: -4.38 -0.17 -0.27
H: 2.06 -2.45 -0.15
H: 3.39 -2.67 0.37
H: 4.93 3.30 -0.02
H: -4.07 1.12 0.58
O: -4.31 0.13 0.62
H: 1.21 -3.86 0.03
H: 4.64 3.45 -1.47
H: -2.39 -1.36 -2.66
O: 0.90 -0.52 2.35
H: -3.19 3.45 -0.36
O: 4.41 2.91 -0.75
H: 0.16 -0.38 3.01
O: -2.86 -1.46 -1.79
O: 0.89 0.76 -0.73
O: -2.90 3.15 0.47
H: -2.05 -1.18 -1.25
O: 0.46 -3.31 -0.27
H: -1.95 3.35 0.37
H: 0.00 -3.17 0.54
H: 0.49 1.61 -1.11
H: 0.18 0.44 -0.20
O: 2.91 -1.92 0.05

These are the natural (NBO) partial charges, in e, on atoms 1 to 4:
1 H 0.48
2 H 0.48
3 H 0.46
4 H 0.44

=====

7.
Density functional theory data (ωB97M-V/def2-TZVPD) for 2 unconnected molecules or ions with the total composition C3H8ClN3 at a distorted geometry.

Its relative energy (zero: lowest compared OMol25 entry of this formula, charge and spin) is 65.9 kcal per mole. The lowest unoccupied orbital energy comes out at -9.822 eV. As for the HOMO energy: -19.5 eV. The value obtained for the energy is -20212.5466 eV. Its molar mass is 121.6 g mol⁻¹. As for the charge: +2.

Cartesian coordinates (Å):
H: -1.42 1.71 -0.27
H: -1.25 0.79 1.42
H: -2.71 1.70 0.96
H: 0.64 -1.09 -0.62
N: 2.98 -0.48 0.08
C: -1.90 1.04 0.49
H: 3.83 0.05 0.04
C: 1.85 0.17 0.19
H: 2.07 1.13 0.50
N: 0.64 -0.12 -0.30
C: -2.18 -1.14 -0.64
H: 2.93 -1.50 -0.20
H: -0.41 0.38 0.01
Cl: -2.72 -2.43 -1.61
N: -2.34 -0.20 -0.04

These are the natural (NBO) partial charges, in e, on atoms 1 to 4:
1 H 0.31
2 H 0.30
3 H 0.36
4 H 0.40